Record 1
{
  "formula": "C21H44CrN5O6PS2",
  "method": "ωB97M-V/def2-TZVPD",
  "elements": ["C", "H", "H", "O", "H", "C", "O", "H", "C", "H", "C", "C", "C", "H", "H", "C", "C", "H", "H", "H", "H", "H", "H", "H", "C", "N", "H", "N", "N", "C", "N", "C", "P", "H", "H", "H", "H", "C", "H", "H", "O", "H", "H", "H", "C", "O", "C", "H", "H", "H", "H", "S", "H", "C", "H", "H", "H", "O", "H", "H", "S", "O", "H", "H", "C", "H", "H", "H", "Cr", "H", "N", "H", "H", "C", "H", "C", "C", "C", "H", "C"],
  "positions_angstrom": [[2.375, 2.104, 1.979], [-1.736, -1.844, 0.061], [2.379, 0.278, 3.115], [-1.747, -3.384, 4.024], [2.510, -4.809, -1.184], [-1.121, -2.607, 3.349], [-1.522, 2.136, -3.076], [-3.337, -2.571, 0.043], [-1.485, 1.541, -4.410], [-4.299, 4.250, -0.887], [-2.718, 2.875, -0.476], [-0.083, 1.320, -4.934], [4.169, 1.200, -0.604], [1.549, -3.709, -3.426], [1.685, -4.172, 0.264], [4.516, 0.232, 0.509], [-1.094, -0.140, 5.072], [-4.427, 1.616, -0.332], [4.873, -0.705, 0.076], [-2.040, -3.367, 0.924], [2.370, -2.133, -3.319], [3.965, 1.038, 2.986], [-0.354, 0.521, 4.613], [-3.368, 1.200, -1.680], [1.015, -2.108, 2.206], [0.178, -2.883, 2.979], [4.996, 1.296, -1.310], [2.945, 0.703, -1.256], [0.542, -0.923, 1.670], [-0.676, -0.427, 2.104], [3.314, -0.088, 1.302], [-2.194, -0.511, 4.087], [-0.478, 2.142, -1.899], [-2.895, 0.783, -0.020], [-1.844, -0.482, -3.758], [-0.580, -1.025, 5.453], [-2.941, -1.139, 4.574], [-3.339, 3.967, -1.322], [-3.583, -2.170, 2.502], [5.317, 0.626, 1.141], [2.148, -2.530, 2.014], [0.587, -3.734, 3.343], [-2.747, 3.164, 0.574], [-1.506, 0.386, 5.932], [1.560, -2.746, -2.923], [-0.993, 0.723, 1.856], [1.700, -2.881, -1.438], [0.763, -4.766, -1.165], [-3.314, 0.482, -3.987], [-0.160, 0.923, -5.947], [1.944, 2.626, 2.835], [1.150, 3.164, -2.251], [0.406, 1.734, 1.378], [-2.462, -2.392, 0.668], [0.628, -2.212, -3.125], [2.478, 1.451, -1.787], [1.298, 2.554, 0.264], [-1.270, 2.817, -0.722], [3.367, -1.043, 1.656], [0.487, 2.246, -4.966], [-0.172, 0.146, -1.404], [1.849, -1.886, -0.740], [-1.979, 2.296, -5.022], [3.108, 2.781, 1.544], [-1.678, -1.292, 2.865], [-2.701, 4.850, -1.339], [-3.316, -0.660, 1.642], [3.956, 2.197, -0.225], [1.559, -0.067, 0.098], [3.168, -0.046, -1.906], [1.341, 1.808, 0.963], [0.458, 0.593, -4.324], [-2.695, 0.383, 3.718], [-3.384, 1.528, -0.641], [-2.426, -0.115, -5.392], [1.652, -4.235, -0.819], [-2.855, -1.610, 1.914], [3.043, 0.818, 2.441], [-3.508, 3.635, -2.345], [-2.318, 0.278, -4.381]],
  "mulliken_charge": [-0.797, -0.070, 0.115, -0.608, 0.378, -0.331, -0.262, 0.551, 0.508, 0.504, 0.461, -1.269, -0.683, 0.450, 0.214, -0.495, -1.144, 0.556, 0.360, 0.354, 0.294, 0.592, 0.164, -0.024, -0.543, 0.156, 0.523, -0.180, 2.038, -0.752, 0.007, -1.445, 0.362, -0.196, 0.138, 0.283, 0.543, -1.521, 0.520, 0.356, -0.746, 0.317, 0.430, 0.517, -0.938, -0.842, 0.752, 0.404, 0.295, 0.492, 0.536, -0.538, 0.330, -1.071, 0.067, -0.185, 0.034, -0.402, 0.226, 0.354, 0.038, -0.256, 0.294, 0.317, 2.520, 0.350, 0.526, 0.181, -0.016, 0.309, 0.529, 0.140, 0.444, -0.560, 0.509, -1.271, -1.619, -0.584, 0.197, -1.191],
  "homo_lumo_gap_ev": [7.283, 8.035],
  "s_squared": 0.76,
  "multiplicity": 2,
  "fmax_ev_per_a": 0.57,
  "total_charge": 1,
  "e_above_lowest_kcal_mol": 1.2,
  "homo_ev": [-11.31, -11.37]
}

Record 2
{
  "formula": "C14H44N10O8",
  "method": "ωB97M-V/def2-TZVPD",
  "elements": ["H", "H", "H", "O", "C", "C", "N", "H", "C", "C", "H", "H", "H", "H", "C", "H", "H", "H", "C", "H", "N", "H", "H", "N", "N", "N", "H", "H", "C", "H", "C", "H", "H", "H", "H", "O", "H", "C", "C", "O", "H", "N", "H", "N", "O", "O", "H", "N", "O", "H", "H", "H", "H", "H", "H", "H", "H", "C", "H", "N", "H", "H", "H", "C", "H", "H", "N", "O", "C", "H", "H", "H", "O", "H", "C", "H"],
  "positions_angstrom": [[-1.167, -0.055, -0.274], [-2.293, -0.941, -1.127], [-0.342, 1.576, 1.439], [-1.148, 1.559, 0.877], [-3.481, 1.892, 0.741], [-0.327, 3.819, -1.848], [0.752, -1.023, -1.284], [4.433, -0.682, -1.172], [-4.173, -4.006, 1.477], [0.260, -3.300, 1.251], [-3.553, -1.891, 3.574], [6.097, -2.373, -0.482], [-1.339, -2.380, 2.129], [3.778, 0.947, 1.671], [-0.092, 4.476, -0.486], [1.510, -1.393, -1.932], [5.589, -1.022, 0.469], [-3.396, -1.545, 0.689], [-2.224, 1.799, 1.485], [0.792, -2.397, -0.496], [1.016, -3.162, 0.175], [-0.196, 3.736, 0.269], [4.973, 0.861, -1.627], [1.740, 1.570, -0.541], [3.199, 0.872, 0.791], [-0.724, -2.484, 1.355], [0.420, 3.805, -3.954], [-0.987, -1.895, 0.593], [2.053, 1.401, 0.708], [-0.851, 5.272, -0.355], [4.107, -2.504, 0.115], [-3.127, 0.617, 3.166], [-4.331, -4.639, 2.367], [2.225, 1.143, -3.602], [-2.031, 2.806, 1.980], [-3.276, -2.468, 2.842], [-1.908, -0.249, 2.208], [0.705, 4.180, -2.925], [-4.291, -2.667, 2.087], [0.523, -4.344, 2.121], [3.556, 1.928, -2.744], [3.280, -1.772, 0.688], [-4.907, -4.209, 0.789], [4.252, 0.145, -1.667], [1.418, 1.753, 1.817], [3.797, -3.769, -0.363], [1.798, -3.834, -0.043], [2.974, 1.126, -2.934], [-0.576, 2.602, -1.880], [0.825, 5.095, -0.374], [-4.978, -1.865, 0.102], [2.261, -2.190, 0.546], [0.997, -0.094, -0.849], [3.757, 0.676, -0.116], [0.789, 5.220, -2.952], [-4.876, -0.722, 1.496], [3.212, -0.703, 0.849], [-0.441, -1.214, -1.780], [-3.203, -4.229, 1.033], [5.287, -1.908, 0.010], [-5.179, -2.690, 2.698], [-4.213, 2.249, 1.484], [2.363, 1.424, -1.371], [-2.154, 0.739, 2.609], [-1.361, 0.808, 3.443], [1.680, 3.831, -2.602], [-1.332, -0.798, -0.932], [2.832, -1.346, -2.916], [3.442, -0.045, -2.658], [-1.256, 2.555, -1.334], [0.859, 2.119, -0.753], [-3.832, 0.951, 0.379], [-0.802, -1.961, -2.909], [-3.399, 2.615, -0.072], [-4.445, -1.621, 1.051], [-1.335, 4.221, -2.216]],
  "mulliken_charge": [-0.003, 0.194, -0.137, -0.148, -1.528, 0.387, 1.345, 0.198, -1.650, 0.433, 0.317, 0.235, 0.051, 0.340, -0.774, 0.246, 0.270, -0.304, 0.661, 0.550, -0.578, 0.103, 0.285, -0.171, -0.281, 0.340, 0.305, -0.081, 0.547, 0.372, 0.599, 0.374, 0.362, 0.238, 0.279, -0.573, 0.160, -1.564, 0.214, -0.822, 0.295, -0.315, 0.446, -0.447, -0.849, -0.778, 0.368, -0.420, -0.424, 0.331, 0.402, -0.084, -0.986, 0.336, 0.511, 0.388, 0.409, 0.180, 0.322, -0.498, 0.467, 0.449, 0.171, -0.868, 0.307, 0.244, 0.050, -0.636, 0.124, 0.121, -0.199, 0.204, -0.797, 0.318, -0.415, 0.482],
  "homo_lumo_gap_ev": 6.892,
  "fmax_ev_per_a": 10.55,
  "total_charge": 0,
  "smiles": "NC(N)=O.NC(N)=O.NC(N)=O.NC(N)=O.NC(N)=O.CC(C)O.CC(C)O.CC(C)O",
  "e_above_lowest_kcal_mol": 299.6,
  "homo_ev": -7.79
}

Record 3
{
  "formula": "CH4BF",
  "method": "ωB97M-V/def2-TZVPD",
  "elements": ["F", "H", "H", "C", "B", "H", "H"],
  "positions_angstrom": [[-1.192, -1.287, -0.592], [-0.495, 1.593, -0.463], [0.952, 1.411, 0.769], [-0.110, -0.647, -0.027], [0.089, 0.875, 0.076], [0.723, -0.774, -0.693], [0.033, -1.171, 0.931]],
  "mulliken_charge": [-0.266, -0.041, -0.034, -0.086, 0.057, 0.161, 0.208],
  "homo_lumo_gap_ev": 11.708,
  "fmax_ev_per_a": 3.95,
  "total_charge": 0,
  "smiles": "BCF",
  "e_above_lowest_kcal_mol": 7.3,
  "homo_ev": -11.36
}

Record 4
{
  "formula": "C3H3CrO4",
  "method": "ωB97M-V/def2-TZVPD",
  "elements": ["Cr", "H", "O", "C", "O", "C", "H", "O", "C", "H", "O"],
  "positions_angstrom": [[3.806, 1.232, 0.257], [3.508, -4.793, 3.262], [3.797, -4.072, 2.686], [2.775, -3.498, 2.076], [1.618, -4.052, 2.416], [1.335, -0.928, -0.445], [0.652, -1.740, -0.201], [1.191, 0.080, -1.356], [2.127, 0.125, -0.250], [0.882, -3.582, 2.000], [2.911, -2.543, 1.348]],
  "mulliken_charge": [1.384, 0.364, -0.407, 0.715, -0.407, 0.445, 0.354, -0.166, -0.032, 0.302, -0.553],
  "homo_lumo_gap_ev": [4.693, 6.269],
  "s_squared": 8.77,
  "multiplicity": 6,
  "fmax_ev_per_a": 1.39,
  "total_charge": 2,
  "e_above_lowest_kcal_mol": 13.3,
  "homo_ev": [-17.91, -17.92]
}